Entry from OMol25: 7 unconnected molecules or ions with the total composition C29H77BNO9Si (ωB97M-V/def2-TZVPD).

Cartesian coordinates (Å):
C 2.84 -0.11 3.81
Si 3.13 1.43 2.79
C 4.32 2.57 3.63
C 3.64 0.95 1.06
O 1.70 2.32 2.69
C 0.56 1.81 2.07
C -0.57 2.84 2.20
N -1.62 2.32 3.17
B -2.41 1.06 2.65
O -2.79 1.09 1.37
O -2.75 0.10 3.52
H 3.69 -0.78 3.64
H 2.82 0.12 4.88
H 1.94 -0.67 3.56
H 4.02 2.74 4.66
H 4.35 3.54 3.13
H 5.33 2.15 3.64
H 3.28 1.65 0.30
H 4.73 0.96 0.99
H 3.31 -0.05 0.78
H 0.74 1.59 1.01
H 0.25 0.86 2.54
H -1.08 3.06 1.26
H -0.19 3.76 2.63
H -1.15 2.16 4.06
H -2.30 3.07 3.35
H -2.20 0.88 0.64
H -2.21 0.01 4.32
C 2.21 -0.80 -3.61
C 1.97 0.31 -2.60
O 3.04 1.24 -2.48
C 3.39 1.93 -3.67
C 2.27 2.76 -4.26
H 3.13 -1.35 -3.36
H 1.38 -1.50 -3.59
H 2.30 -0.42 -4.62
H 1.86 -0.11 -1.60
H 1.03 0.83 -2.84
H 3.79 1.24 -4.42
H 4.22 2.58 -3.37
H 1.43 2.15 -4.60
H 2.63 3.31 -5.13
H 1.89 3.48 -3.53
C -0.52 -4.84 0.53
C 0.01 -4.68 1.94
O 0.03 -3.34 2.40
C -1.21 -2.66 2.39
C -2.30 -3.30 3.25
H 0.06 -4.24 -0.17
H -0.43 -5.89 0.22
H -1.57 -4.57 0.44
H 1.05 -5.00 2.00
H -0.56 -5.32 2.63
H -1.58 -2.52 1.37
H -0.97 -1.67 2.78
H -2.59 -4.28 2.89
H -3.20 -2.68 3.23
H -1.96 -3.40 4.28
C -5.54 -6.47 0.71
C -5.10 -6.34 2.16
O -5.07 -5.00 2.64
C -6.31 -4.30 2.61
C -7.41 -4.95 3.44
H -4.89 -5.87 0.06
H -5.47 -7.51 0.40
H -6.57 -6.15 0.56
H -4.08 -6.69 2.27
H -5.73 -6.96 2.80
H -6.65 -4.16 1.58
H -6.08 -3.32 3.01
H -7.69 -5.93 3.05
H -8.30 -4.32 3.42
H -7.09 -5.07 4.48
C -0.77 1.41 -7.85
C -1.08 2.52 -6.86
O -0.03 3.46 -6.71
C 0.34 4.17 -7.88
C -0.78 4.99 -8.50
H 0.14 0.88 -7.57
H -1.60 0.69 -7.86
H -0.66 1.78 -8.87
H -1.21 2.10 -5.86
H -2.01 3.02 -7.13
H 0.77 3.49 -8.63
H 1.15 4.83 -7.56
H -1.59 4.36 -8.86
H -0.39 5.55 -9.35
H -1.18 5.70 -7.78
C 1.00 7.10 2.00
C -0.45 6.77 2.28
O -0.75 6.50 3.64
C -0.50 7.57 4.55
C -1.29 8.83 4.25
H 1.66 6.32 2.38
H 1.15 7.19 0.93
H 1.30 8.05 2.46
H -0.73 5.84 1.77
H -1.10 7.55 1.87
H 0.57 7.79 4.59
H -0.79 7.17 5.52
H -1.02 9.28 3.29
H -1.10 9.57 5.02
H -2.37 8.63 4.24
C 4.42 -4.00 0.02
C 3.67 -3.99 -1.30
O 4.02 -5.03 -2.19
C 3.81 -6.35 -1.71
C 2.36 -6.65 -1.34
H 5.49 -3.98 -0.15
H 4.13 -3.13 0.61
H 4.18 -4.89 0.61
H 3.90 -3.07 -1.85
H 2.58 -3.98 -1.12
H 4.46 -6.56 -0.86
H 4.13 -6.99 -2.53
H 2.03 -6.02 -0.52
H 2.26 -7.69 -1.04
H 1.71 -6.46 -2.20

Orbital gap: 8.07 eV
Charge: +1

Mulliken atomic charge list, values in e, 4 entries:
1 C -0.8351
2 Si 0.2885
3 C -1.0420
4 C -0.9138

---

Entry from OMol25: a molecular structure, C38H30N3O2P2RhS3 at a distorted geometry (ωB97M-V/def2-TZVPD).

Cartesian coordinates (Å):
Rh 0.67 1.06 -0.73
S -0.19 2.56 1.20
P -0.53 0.59 1.67
C 0.82 -0.27 0.83
P 2.27 -1.12 1.36
S 3.91 -0.01 1.80
C 2.00 -2.10 2.88
C 1.06 -3.14 2.84
C 0.78 -3.81 4.02
C 1.49 -3.53 5.19
C 2.44 -2.52 5.17
C 2.72 -1.79 4.00
C 2.86 -2.35 0.15
C 2.97 -2.03 -1.22
C 3.36 -3.04 -2.11
C 3.67 -4.34 -1.65
C 3.64 -4.57 -0.27
C 3.31 -3.58 0.64
C -2.17 0.20 0.94
C -2.57 -1.12 0.75
C -3.77 -1.37 0.07
C -4.55 -0.31 -0.37
C -4.10 1.01 -0.22
C -2.93 1.27 0.49
C -0.79 0.32 3.42
C 0.23 0.75 4.28
C 0.05 0.60 5.66
C -1.09 -0.03 6.15
C -2.07 -0.50 5.26
C -1.95 -0.31 3.90
H 0.58 -3.34 1.89
H 0.02 -4.60 3.95
H 1.33 -4.10 6.12
H 2.97 -2.27 6.10
H 3.52 -1.03 3.97
H 2.75 -1.01 -1.60
H 3.37 -2.82 -3.17
H 3.87 -5.18 -2.31
H 3.85 -5.58 0.07
H 3.41 -3.74 1.72
H -1.97 -1.96 1.16
H -4.12 -2.41 -0.11
H -5.54 -0.52 -0.83
H -4.65 1.89 -0.63
H -2.59 2.29 0.70
H 1.11 1.25 3.85
H 0.78 1.06 6.33
H -1.19 -0.22 7.23
H -2.95 -1.04 5.64
H -2.76 -0.53 3.20
N -1.13 2.66 -4.16
C -1.19 4.08 -4.15
C -1.95 4.72 -5.14
C -1.92 6.12 -5.20
C -1.15 6.87 -4.27
C -0.49 6.21 -3.25
C -0.42 4.80 -3.23
S 0.59 4.07 -2.06
N 0.25 2.42 -2.28
C -0.53 1.91 -3.19
C -0.76 0.46 -3.16
C -1.55 -0.24 -4.06
C -1.70 -1.60 -3.96
C -1.00 -2.27 -2.93
C -0.23 -1.49 -2.06
N -0.12 -0.17 -2.17
H -1.62 2.16 -4.91
H -2.54 4.11 -5.81
H -2.51 6.64 -5.96
H -1.09 7.96 -4.31
H 0.09 6.75 -2.49
H -2.08 0.26 -4.84
H -2.34 -2.17 -4.64
H -1.03 -3.37 -2.76
H 0.36 -1.96 -1.30
O 3.13 1.09 -2.50
C 3.19 2.09 -1.79
O 2.39 2.37 -0.76
H 3.99 2.84 -1.98

⟨S²⟩: 6.03
Orbital gap (alpha / beta): 5.86 / 4.45 eV
Charge: 0
Relative energy (zero: lowest compared OMol25 entry of this formula, charge and spin): 1.460 eV
Multiplicity: 5

Mulliken atomic charge list, values in e, 4 entries:
1 Rh -0.0650
2 S -0.6608
3 P 1.5045
4 C 0.6128

---

Entry from OMol25: C24H24N4O4S in the gas phase at a distorted geometry (ωB97M-V/def2-TZVPD).

Cartesian coordinates (Å):
C 6.22 0.38 -2.20
O 4.92 -0.11 -2.40
C 4.56 -0.62 -3.62
C 5.45 -0.69 -4.69
C 5.06 -1.21 -5.91
C 3.77 -1.66 -6.09
C 2.88 -1.60 -5.04
C 3.25 -1.09 -3.79
C 2.17 -1.10 -2.77
O 1.01 -1.40 -3.08
N 2.52 -0.79 -1.50
C 1.73 -0.72 -0.36
S 2.49 -0.17 1.01
N 0.45 -1.08 -0.51
C -0.62 -1.10 0.39
C -0.50 -1.01 1.77
C -1.62 -0.97 2.57
C -2.91 -1.00 2.03
N -4.08 -0.88 2.78
C -4.00 -0.72 4.22
C -3.85 0.78 4.60
N -3.44 1.51 3.42
C -2.13 1.87 3.32
O -1.43 1.91 4.32
C -1.52 2.18 2.02
C -0.19 2.50 1.85
C 0.03 2.55 0.46
C -1.16 2.25 -0.12
O -2.10 2.02 0.81
C -4.46 1.50 2.39
C -5.05 0.07 2.27
C -3.01 -1.18 0.64
C -1.89 -1.23 -0.16
H 6.97 -0.40 -2.32
H 6.44 1.22 -2.87
H 6.23 0.73 -1.17
H 6.46 -0.34 -4.57
H 5.78 -1.25 -6.72
H 3.46 -2.06 -7.05
H 1.86 -1.95 -5.15
H 3.49 -0.52 -1.33
H 0.21 -1.31 -1.48
H 0.48 -0.95 2.23
H -1.46 -0.87 3.63
H -3.17 -1.32 4.61
H -4.92 -1.12 4.65
H -4.80 1.19 4.96
H -3.09 0.92 5.37
H 0.52 2.67 2.63
H 0.96 2.77 -0.04
H -1.46 2.16 -1.15
H -5.25 2.21 2.67
H -4.03 1.82 1.44
H -5.31 -0.14 1.24
H -5.95 -0.03 2.87
H -3.98 -1.28 0.18
H -2.00 -1.35 -1.23

SMILES: COc1ccccc1C(=O)NC(=S)Nc1ccc(N2CCN(C(=O)c3ccco3)CC2)cc1
Orbital gap: 7.27 eV
Charge: 0
Relative energy (zero: lowest compared OMol25 entry of this formula, charge and spin): 1.428 eV

Mulliken atomic charge list, values in e, 4 entries:
1 C -0.9999
2 O -0.5502
3 C 1.0022
4 C -0.5680

---

Entry from OMol25: C4H4P2 in the gas phase at a distorted geometry (ωB97M-V/def2-TZVPD).

Cartesian coordinates (Å):
P -0.94 4.11 -1.02
C 0.13 3.04 -0.59
P 1.01 1.97 0.60
C 0.98 0.25 0.02
C -0.39 0.15 -0.47
C -0.18 0.74 0.87
H 1.73 -0.65 0.07
H -0.63 0.62 -1.43
H -0.66 -0.86 -0.53
H -0.59 0.20 1.72

SMILES: P#CP1[C@@H]2C[C@@H]21
Orbital gap: 9.23 eV
Charge: 0
Relative energy (zero: lowest compared OMol25 entry of this formula, charge and spin): 1.052 eV

Mulliken atomic charge list, values in e, 4 entries:
1 P -0.1565
2 C 0.1073
3 P -0.1805
4 C -0.0830

---

Entry from OMol25: a molecular structure, C18H29OPtSi at a distorted geometry (ωB97M-V/def2-TZVPD).

Cartesian coordinates (Å):
Pt 0.62 0.77 1.02
C -0.22 0.82 3.02
C -1.32 0.69 2.04
C -1.63 -0.73 1.94
H -1.97 1.51 1.75
C -0.73 -1.44 2.77
C 0.15 -0.54 3.41
H 0.90 -0.78 4.15
H 0.09 1.76 3.46
H -2.48 -1.15 1.41
H -0.77 -2.52 2.95
C 2.52 0.38 0.15
C 2.49 -0.09 1.58
C 2.25 -1.53 1.53
H 2.89 0.50 2.40
C 2.12 -1.92 0.17
C 2.26 -0.80 -0.68
H 2.28 -0.80 -1.76
H 2.98 1.31 -0.16
H 2.26 -2.20 2.37
H 2.03 -2.95 -0.17
O -0.91 1.10 -0.74
C -1.29 -3.10 -1.88
C -2.10 -1.91 -2.04
C -1.22 -3.62 -0.44
C 0.02 -3.01 -2.70
C -1.78 0.35 -1.32
H -3.04 -1.92 -1.46
H -2.08 -1.49 -3.06
H -2.00 0.40 -2.48
H -2.63 -0.02 -0.64
H -1.34 -4.71 -0.26
H -2.02 -3.09 0.08
H -0.24 -3.27 -0.05
H 0.15 -3.70 -3.56
H 0.87 -3.10 -2.02
H -0.02 -1.99 -3.10
C -1.56 3.29 -0.39
Si 0.26 2.76 -0.31
C 1.06 2.48 -2.00
C 1.20 4.01 0.68
H -2.16 2.54 -0.93
H -1.65 4.23 -0.93
H -1.99 3.34 0.62
H 0.91 3.38 -2.60
H 2.13 2.25 -1.93
H 0.57 1.64 -2.52
H 1.15 4.97 0.14
H 0.76 4.17 1.67
H 2.25 3.75 0.81

⟨S²⟩: 6.09
Orbital gap (alpha / beta): 3.91 / 6.57 eV
Charge: -1
Multiplicity: 5

Mulliken atomic charge list, values in e, 4 entries:
1 Pt 1.3537
2 C -0.6713
3 C -0.7110
4 C -0.4163

---

Repeat the fourth record exactly.
Entry from OMol25: C4H4P2 in the gas phase at a distorted geometry (ωB97M-V/def2-TZVPD).

Cartesian coordinates (Å):
P -0.94 4.11 -1.02
C 0.13 3.04 -0.59
P 1.01 1.97 0.60
C 0.98 0.25 0.02
C -0.39 0.15 -0.47
C -0.18 0.74 0.87
H 1.73 -0.65 0.07
H -0.63 0.62 -1.43
H -0.66 -0.86 -0.53
H -0.59 0.20 1.72

SMILES: P#CP1[C@@H]2C[C@@H]21
Orbital gap: 9.23 eV
Charge: 0
Relative energy (zero: lowest compared OMol25 entry of this formula, charge and spin): 1.052 eV

Mulliken atomic charge list, values in e, 4 entries:
1 P -0.1565
2 C 0.1073
3 P -0.1805
4 C -0.0830

---

Number 2 is which compound? C38H30N3O2P2RhS3

---

Which formula does entry 4 have? C4H4P2

---

Repeat the third record exactly.
Entry from OMol25: C24H24N4O4S in the gas phase at a distorted geometry (ωB97M-V/def2-TZVPD).

Cartesian coordinates (Å):
C 6.22 0.38 -2.20
O 4.92 -0.11 -2.40
C 4.56 -0.62 -3.62
C 5.45 -0.69 -4.69
C 5.06 -1.21 -5.91
C 3.77 -1.66 -6.09
C 2.88 -1.60 -5.04
C 3.25 -1.09 -3.79
C 2.17 -1.10 -2.77
O 1.01 -1.40 -3.08
N 2.52 -0.79 -1.50
C 1.73 -0.72 -0.36
S 2.49 -0.17 1.01
N 0.45 -1.08 -0.51
C -0.62 -1.10 0.39
C -0.50 -1.01 1.77
C -1.62 -0.97 2.57
C -2.91 -1.00 2.03
N -4.08 -0.88 2.78
C -4.00 -0.72 4.22
C -3.85 0.78 4.60
N -3.44 1.51 3.42
C -2.13 1.87 3.32
O -1.43 1.91 4.32
C -1.52 2.18 2.02
C -0.19 2.50 1.85
C 0.03 2.55 0.46
C -1.16 2.25 -0.12
O -2.10 2.02 0.81
C -4.46 1.50 2.39
C -5.05 0.07 2.27
C -3.01 -1.18 0.64
C -1.89 -1.23 -0.16
H 6.97 -0.40 -2.32
H 6.44 1.22 -2.87
H 6.23 0.73 -1.17
H 6.46 -0.34 -4.57
H 5.78 -1.25 -6.72
H 3.46 -2.06 -7.05
H 1.86 -1.95 -5.15
H 3.49 -0.52 -1.33
H 0.21 -1.31 -1.48
H 0.48 -0.95 2.23
H -1.46 -0.87 3.63
H -3.17 -1.32 4.61
H -4.92 -1.12 4.65
H -4.80 1.19 4.96
H -3.09 0.92 5.37
H 0.52 2.67 2.63
H 0.96 2.77 -0.04
H -1.46 2.16 -1.15
H -5.25 2.21 2.67
H -4.03 1.82 1.44
H -5.31 -0.14 1.24
H -5.95 -0.03 2.87
H -3.98 -1.28 0.18
H -2.00 -1.35 -1.23

SMILES: COc1ccccc1C(=O)NC(=S)Nc1ccc(N2CCN(C(=O)c3ccco3)CC2)cc1
Orbital gap: 7.27 eV
Charge: 0
Relative energy (zero: lowest compared OMol25 entry of this formula, charge and spin): 1.428 eV

Mulliken atomic charge list, values in e, 4 entries:
1 C -0.9999
2 O -0.5502
3 C 1.0022
4 C -0.5680